{
  "formula": "C9H21BF2NiS3Sb2",
  "method": "the ωB97M-V functional and the def2-TZVPD basis",
  "multiplicity": 2,
  "total_charge": -1,
  "homo_lumo_gap_ev": [6.27, 6.28],
  "molar_mass_g_mol": 576.49,
  "total_energy_ev": -102415.29896,
  "elements": ["Ni", "S", "Sb", "S", "S", "F", "B", "F", "C", "C", "C", "Sb", "C", "C", "C", "C", "C", "C", "H", "H", "H", "H", "H", "H", "H", "H", "H", "H", "H", "H", "H", "H", "H", "H", "H", "H", "H", "H", "H"],
  "positions_angstrom": [[-0.1522, 0.1595, -0.2658], [-3.5934, -2.4689, -0.7745], [-2.0337, -1.6005, -2.1586], [-1.8607, 0.7584, -1.5450], [0.2122, -1.9796, -0.8423], [1.0907, -0.9452, 1.4542], [-0.1200, -1.4466, 0.9169], [-0.8133, -2.0764, 1.8614], [-0.7725, 4.5493, -0.8726], [-0.1564, 4.3685, 0.5143], [0.7175, 5.5507, 0.9228], [0.7660, 2.4188, 0.5530], [1.9966, 2.5802, -1.2348], [2.8885, 3.8042, -1.4293], [2.8303, 1.3065, -1.3735], [2.1842, 2.4489, 2.1806], [3.4267, 3.3194, 2.0488], [1.4137, 2.7736, 3.4620], [-1.4086, 5.4397, -0.8879], [-1.3815, 3.6917, -1.1681], [-0.0014, 4.6825, -1.6344], [-0.9656, 4.2867, 1.2455], [1.6287, 5.6266, 0.3309], [1.0118, 5.4954, 1.9718], [0.1590, 6.4832, 0.7867], [1.2302, 2.5881, -2.0154], [3.6872, 3.8580, -0.6902], [2.3361, 4.7428, -1.3964], [3.3647, 3.7489, -2.4146], [3.5782, 1.2336, -0.5779], [3.3606, 1.3079, -2.3312], [2.2288, 0.3948, -1.3405], [2.4907, 1.4002, 2.2297], [3.1811, 4.3774, 1.9390], [4.0392, 3.0249, 1.1974], [4.0480, 3.2172, 2.9457], [1.0441, 3.8021, 3.4609], [2.0575, 2.6564, 4.3391], [0.5539, 2.1134, 3.5966]],
  "mulliken_charge": [0.05, -0.70, 0.31, -0.57, -0.54, -0.28, 0.64, -0.18, -1.28, 0.21, -1.21, 0.66, 0.25, -1.33, -1.28, 0.29, -1.23, -1.47, 0.46, 0.23, 0.24, 0.38, 0.15, 0.22, 0.46, 0.42, 0.16, 0.20, 0.48, 0.23, 0.43, 0.25, 0.38, 0.20, 0.22, 0.49, 0.23, 0.43, 0.39]
}